{
  "formula": "C6H10OPS",
  "method": "wB97M-V/def2-TZVPD",
  "total_charge": 1,
  "spin_multiplicity": 1,
  "fmax_ev_per_a": 4.033,
  "total_energy_ha": -1049.068508,
  "homo_lumo_gap_ev": 9.474,
  "e_above_lowest_ev": 0.4480,
  "e_homo_ev": -13.87,
  "lumo_energy_ev": -4.39,
  "symbols": ["C", "C", "C", "C", "C", "C", "O", "P", "S", "H", "H", "H", "H", "H", "H", "H", "H", "H", "H"],
  "positions_angstrom": [[-0.482875, -3.552237, 0.086452], [-0.831849, -2.413165, 0.225122], [-1.660548, -0.183271, -0.331230], [-0.364353, 0.278600, -1.118264], [-1.205176, -1.115926, 0.753775], [1.354453, 1.850136, 0.917029], [-0.133340, -0.375539, 1.339271], [0.863883, 0.220068, 0.344303], [2.488202, -1.480402, 0.050615], [-0.064243, -4.450602, 0.043768], [-2.215111, 0.649140, 0.105375], [-2.350756, -0.612499, -1.027294], [-0.070174, -0.450822, -1.830757], [-0.426288, 1.200657, -1.589871], [-1.841200, -1.300358, 1.547860], [1.345023, 2.585432, 0.061853], [2.179375, 1.897847, 1.582472], [0.401023, 2.131261, 1.388701], [3.431477, -0.749969, -0.812873]],
  "forces_ev_per_a": [[-1.2, 3.7, 0.3], [0.7, -0.9, 0.5], [-0.1, 1.3, -0.9], [0.1, -1.6, 3.0], [0.2, -0.1, -2.1], [-1.8, 0.5, -1.5], [0.5, -0.7, 2.4], [2.1, -0.9, -3.3], [-0.3, 3.3, -1.0], [1.2, -3.4, -0.5], [0.4, 0.2, 0.1], [-0.3, -0.6, -0.4], [0.3, -0.8, -0.6], [-0.2, 1.8, -0.6], [-1.7, 0.0, 1.4], [0.7, -1.0, 0.6], [0.7, 0.1, 0.4], [0.3, 0.0, 0.6], [-1.7, -1.0, 1.5]],
  "nbo_charge": [-0.0789, -0.1108, -0.4172, -0.6855, 0.0208, -0.9958, -0.7847, 1.6889, -0.2182, 0.2309, 0.2359, 0.2597, 0.2669, 0.2588, 0.2537, 0.2947, 0.2943, 0.2838, 0.2025]
}